Molecular formula: C16H11Co2NO8S
Method: DFT, the ωB97M-V functional and the def2-TZVPD basis

The value obtained for the HOMO energy is -1.54 eV. The calculated total energy is -120727.312 eV. Its spin multiplicity is 1. For the molar mass, the calculation gives 495.2 Da. Its frontier orbital gap is 6.354 eV. Its largest force on an atom is 5.73 eV Å⁻¹. Its net charge is -2. The value obtained for the energy above the lowest of the compared OMol25 structures with the same formula, charge and spin is 0.0000 eV. The value obtained for the LUMO energy is 4.8 eV.

Cartesian coordinates (Å):
O (1.0169, -2.9542, -2.0352)
C (0.5744, -1.9368, -1.7099)
Co (-0.0691, -0.4194, -1.1781)
C (-0.1641, 0.2133, -2.8182)
O (-0.1502, 0.6012, -3.9065)
C (-1.6781, -0.9034, -0.6799)
O (-2.7001, -1.3127, -0.3341)
C (0.9402, -0.4310, 0.5823)
C (1.0721, -1.6320, 1.4000)
C (-0.0770, -2.3517, 1.7856)
C (0.0551, -3.6195, 2.3456)
C (1.3244, -4.1300, 2.6315)
C (2.4620, -3.3505, 2.4043)
C (2.3403, -2.0888, 1.8252)
C (1.8588, 0.6262, 0.3763)
C (3.1238, 0.8849, 0.0215)
Co (0.2292, 1.2099, 0.6523)
C (-1.4071, 1.0103, 1.3390)
O (-2.4600, 1.0103, 1.8188)
C (-0.1823, 2.1509, -0.8673)
O (-0.3852, 3.0277, -1.5945)
C (0.7390, 2.4676, 1.7589)
O (0.9954, 3.3068, 2.5120)
H (-1.0640, -1.9084, 1.6239)
H (-0.8452, -4.2001, 2.5466)
H (1.4187, -5.1267, 3.0568)
H (3.4488, -3.7345, 2.6575)
H (3.2192, -1.4651, 1.6508)
H (3.5000, 1.9144, 0.0570)
H (3.7874, 0.0834, -0.3263)
C (-6.2546, -1.7099, -4.0160)
S (-4.5350, -1.9701, -3.5402)
N (-3.9915, -0.8115, -2.5952)
O (-4.5741, -3.2778, -2.8837)
O (-3.8159, -1.8598, -4.8071)
H (-6.5033, -2.5050, -4.7267)
H (-6.9007, -1.7807, -3.1408)
H (-6.4038, -0.7464, -4.5025)
H (-4.4639, -0.9230, -1.6738)

Atomic forces in eV per Å
-0.63 0.68 0.17
1.36 -0.52 0.13
0.30 -0.05 -0.21
0.51 0.93 -1.40
-0.23 -0.50 1.03
-3.02 -1.21 0.74
1.72 0.51 0.05
1.52 -1.38 -1.40
0.08 0.22 0.78
0.38 -0.27 -0.01
0.03 0.38 0.01
0.05 -0.02 0.04
-0.32 0.07 0.03
-0.44 -0.28 -0.34
2.83 -2.64 -0.67
-0.12 0.33 0.40
-3.51 4.47 0.73
-1.91 0.08 1.11
1.53 -0.12 -0.68
0.20 0.48 -0.04
0.12 -0.92 0.47
-0.21 0.85 0.54
0.08 -0.79 -0.62
0.39 -0.31 -0.15
0.24 0.05 0.07
0.03 0.10 -0.07
-0.15 0.04 0.04
-0.28 -0.19 -0.11
-0.01 -0.36 -0.31
-0.13 0.31 0.29
-0.34 -0.14 -0.19
1.50 1.75 1.11
-1.76 -0.75 -0.55
-0.28 -0.25 -0.35
-0.33 -0.52 -0.05
-0.02 0.04 0.14
0.07 -0.04 0.05
0.26 0.04 0.08
0.48 -0.10 -0.85

***

Molecular formula: C16H11N2NaO2S
Method: DFT, the ωB97M-V functional and the def2-TZVPD basis

The value obtained for the HOMO energy (spin up / spin down) is -2.02 / -4.49 eV. The calculated total energy is -39094.235 eV. Its spin multiplicity is 2. For the molar mass, the calculation gives 318.3 Da. Its frontier orbital gap (spin up / spin down) is 3.780 / 6.392 eV. Its largest force on an atom is 3.65 eV Å⁻¹. Its net charge is -1. The value obtained for the energy above the lowest of the compared OMol25 structures with the same formula, charge and spin is 0.0000 eV. The value obtained for the LUMO energy (spin up / spin down) is 1.8 / 1.9 eV.

Cartesian coordinates (Å):
O (-6.5453, 1.8259, 1.5441)
N (-5.9655, 0.7428, 1.3118)
O (-6.5961, -0.2980, 0.9850)
C (-4.5444, 0.6614, 1.3734)
C (-3.9089, -0.5269, 0.9263)
C (-2.5562, -0.5048, 0.5943)
C (-1.7048, 0.6268, 0.8468)
N (-0.3703, 0.4666, 0.5225)
C (0.7528, 0.7872, 1.0969)
S (0.7998, 1.7661, 2.5155)
C (-2.3862, 1.7983, 1.3379)
C (-3.7631, 1.8282, 1.5884)
H (-4.4686, -1.4494, 0.8068)
H (-2.0645, -1.3932, 0.2097)
H (-1.7551, 2.6739, 1.5541)
H (-4.2733, 2.7533, 1.9455)
C (2.7070, 1.4268, -1.4484)
Na (5.0883, -2.8172, -0.2981)
C (2.5175, 1.7161, -0.1294)
C (2.1679, 0.4650, 0.6770)
C (2.4831, -0.6514, -0.3831)
C (2.8446, -0.0100, -1.5917)
C (3.3788, -0.7218, -2.6650)
C (3.3013, -2.1137, -2.6800)
C (2.7074, -2.7517, -1.5728)
C (2.4037, -2.0597, -0.3815)
H (2.8136, 2.0832, -2.3019)
H (2.3978, 2.7085, 0.2758)
H (2.7063, 0.2549, 1.6329)
H (3.8208, -0.1744, -3.5023)
H (3.5883, -2.6867, -3.5727)
H (2.4673, -3.8224, -1.6744)
H (1.9558, -2.6037, 0.4569)

Atomic forces in eV per Å
1.02 -1.56 -0.25
-2.19 -0.41 0.02
0.94 1.79 0.63
1.57 0.22 -0.62
0.53 0.64 -0.20
0.13 0.40 0.83
-0.72 0.16 0.19
0.68 -1.18 -1.20
-2.61 1.19 2.26
0.02 0.01 0.30
0.65 -0.03 0.21
-0.17 -0.19 -0.19
-0.06 0.33 -0.12
-0.13 0.04 0.06
-0.50 -0.47 -0.10
0.58 -0.89 -0.43
0.50 0.08 1.53
0.23 0.03 0.06
0.04 -0.20 -1.46
0.85 -1.31 -1.53
-0.62 0.11 -0.17
0.39 -0.66 0.38
-0.09 0.05 -0.34
-0.64 0.04 0.39
0.13 -0.42 -0.28
-0.64 0.70 -0.33
0.05 0.27 0.29
-0.03 -0.07 0.18
-0.19 0.50 -0.93
-0.25 -0.20 0.16
-0.06 0.27 0.54
0.30 0.52 0.34
0.30 0.24 -0.22